Entry P
Density functional theory data (wB97M-V/def2-TZVPD) for a 2-piece molecular cluster, CH3N2O3S overall.

Atoms and positions in Å:
C 0.823 -0.754 1.062
N 0.878 -1.154 -0.459
N 0.240 -0.587 -1.470
O 1.672 -1.441 1.577
O -0.011 0.051 1.311
O -1.638 2.155 0.396
S -2.280 1.923 -1.073
H 1.442 -1.993 -0.869
H -0.273 0.267 -1.120
H -0.854 1.534 0.645

Properties
HOMO (spin up / spin down): -2.210 / -2.210 eV
E_LUMO (spin up / spin down): 1.71 / 1.70 eV
Total charge: -1
Frontier orbital gap (spin up / spin down): 0.1439 / 0.1437 Ha

***

Entry Q
Density functional theory data (wB97M-V/def2-TZVPD) for an isolated ion of composition CH3N2O3S and charge -1.

Atoms and positions in Å:
N 0.720 -0.648 -1.832
O -0.029 0.593 -1.824
S 0.226 1.562 -0.481
N -0.609 0.879 0.744
C -0.074 -0.249 1.554
O -0.764 -0.505 2.529
O 0.944 -0.748 1.088
H 1.126 -0.729 -0.884
H -0.004 -1.371 -1.870
H -1.535 1.215 0.977

Properties
Structure (SMILES): NOSNC(=O)[O-]
HOMO: -4.496 eV
E_LUMO: 3.65 eV
Total charge: -1
Frontier orbital gap: 0.2994 Ha

***

So which one is most stable? That would be entry Q, about 2.246 eV below the next structure.

***

Entry P
Density functional theory data (wB97M-V/def2-TZVPD) for a 2-piece molecular cluster, C2HFN2O2 overall.

Atoms and positions in Å:
C 0.888 0.144 1.232
C -0.215 0.261 0.327
N 1.785 0.135 1.917
N -0.103 0.288 -1.199
O 1.013 0.174 -1.616
O -1.101 0.647 -1.737
F -1.356 0.642 0.906
H -0.910 -2.292 0.169

Properties
HOMO (spin up / spin down): -11.867 / -10.697 eV
E_LUMO (spin up / spin down): -2.70 / -0.94 eV
Total charge: 0
Frontier orbital gap (spin up / spin down): 0.3368 / 0.3585 Ha

***

Entry Q
Density functional theory data (wB97M-V/def2-TZVPD) for one molecule with the formula C2HFN2O2.

Atoms and positions in Å:
N 1.132 2.358 0.174
C 0.758 1.323 0.598
C -0.162 0.176 0.639
F 0.020 -0.349 2.082
N -0.317 -0.880 -0.100
O -0.950 -1.810 0.364
O -0.514 -0.687 -1.533
H 0.032 -0.131 -2.225

Properties
Structure (SMILES): N#C/C(F)=[N+](/[O-])O
HOMO: -10.556 eV
E_LUMO: -1.68 eV
Total charge: 0
Frontier orbital gap: 0.3261 Ha

***

So which one is most stable? That would be entry Q, about 1.406 eV below the next structure.

***

Entry P
Density functional theory data (wB97M-V/def2-TZVPD) for an isolated ion of composition C9H12N and charge +1.

Atoms and positions in Å:
C 2.569 -0.416 -0.608
C 1.475 0.245 0.008
C 0.026 0.411 -0.132
C -1.302 1.163 -0.152
N -2.396 0.976 0.763
C -2.494 -0.589 0.822
C -1.801 -1.260 -0.394
C -1.074 -0.106 -1.086
C 2.492 0.778 1.111
C 3.611 -0.078 0.334
H 2.524 -1.090 -1.441
H -3.267 1.360 0.357
H -2.278 1.280 1.798
H -3.497 -0.860 0.955
H -2.010 -0.797 1.792
H -1.098 -1.986 -0.083
H -2.429 -1.732 -1.260
H -1.007 -0.159 -2.215
H 2.661 1.974 1.187
H 2.350 0.409 2.072
H 4.528 0.340 -0.072
H 3.823 -0.971 0.853

Properties
Structure (SMILES): C1=C(C2=C3[NH2+]CC[C@@H]32)CC1
HOMO (spin up / spin down): -12.113 / -12.327 eV
E_LUMO (spin up / spin down): -4.97 / -4.92 eV
Total charge: +1
Frontier orbital gap (spin up / spin down): 0.2625 / 0.2723 Ha

***

Entry Q
Density functional theory data (wB97M-V/def2-TZVPD) for C9H12N as an isolated structure.

Atoms and positions in Å:
C 0.335 1.727 0.198
C 0.604 0.491 -0.174
C 3.173 0.871 0.269
C -1.099 2.043 -0.057
C -1.693 0.692 -0.570
C -1.808 -0.431 0.503
C -0.562 -0.286 -0.270
C -2.866 -1.446 0.160
C 2.686 -1.484 -0.301
N 2.405 -0.136 -0.002
H 4.188 0.861 0.516
H 2.682 1.762 0.716
H -1.630 2.710 0.812
H -1.051 2.829 -0.880
H -2.419 0.651 -1.282
H -1.814 -0.140 1.542
H -2.834 -1.494 -0.871
H -3.909 -1.114 0.293
H -2.592 -2.527 0.652
H 1.957 -2.179 0.065
H 3.558 -1.775 0.131
H 2.686 -1.623 -1.451

Properties
HOMO (spin up / spin down): -12.895 / -12.891 eV
E_LUMO (spin up / spin down): -5.43 / -5.43 eV
Total charge: +1
Frontier orbital gap (spin up / spin down): 0.2745 / 0.2743 Ha

***

So which one is most stable? That would be entry P, about 2.210 eV below the next structure.

***

Entry P
Density functional theory data (wB97M-V/def2-TZVPD) for a 3-piece molecular cluster, C2H6N4O overall.

Atoms and positions in Å:
C -0.560 0.432 0.367
C 1.522 -0.643 -0.125
H -2.968 -1.407 0.129
H -3.422 1.201 0.485
H -0.881 1.330 1.005
H 0.614 2.005 -0.952
H 1.256 2.224 0.550
H 2.462 -0.473 -0.416
N -2.649 -0.039 -0.250
N -1.312 -0.484 -0.190
N 0.872 0.416 0.380
N 1.315 1.582 -0.331
O 1.199 -1.741 0.060

Properties
HOMO: -8.890 eV
E_LUMO: -0.65 eV
Total charge: 0
Frontier orbital gap: 0.3028 Ha

***

Entry Q
Density functional theory data (wB97M-V/def2-TZVPD) for one molecule with the formula C2H6N4O.

Atoms and positions in Å:
N -0.196 -0.136 -2.301
N -0.394 -0.598 -0.791
C 0.062 0.326 -0.094
N 0.452 1.618 -0.200
C 0.163 -0.200 1.511
N 0.047 -1.520 1.703
O 0.414 0.624 2.364
H -0.822 0.634 -2.534
H -0.463 -0.941 -2.859
H 0.188 2.128 -1.028
H 0.576 2.081 0.691
H -0.124 -2.107 0.905
H 0.097 -1.908 2.633

Properties
Structure (SMILES): N/N=C(\N)C(N)=O
HOMO: -9.164 eV
E_LUMO: 0.96 eV
Total charge: 0
Frontier orbital gap: 0.3722 Ha

***

So which one is most stable? That would be entry Q, about 7.874 eV below the next structure.

***

Entry P
Density functional theory data (wB97M-V/def2-TZVPD) for a 3-piece molecular cluster, C2H9N2S overall.

Atoms and positions in Å:
C -0.498 0.821 0.830
C -0.622 -0.632 0.575
N -0.715 1.536 -0.451
N -0.838 -1.089 -0.614
S -0.145 -1.606 1.767
H 0.577 1.042 1.275
H -1.206 1.009 1.681
H 2.029 -0.661 0.787
H -1.635 1.903 -0.640
H 0.014 2.221 -0.460
H 2.316 -0.667 -0.001
H -1.051 -0.398 -1.402
H -0.973 -2.052 -0.779
H -0.430 -2.614 1.034

Properties
HOMO: -14.692 eV
E_LUMO: -4.49 eV
Total charge: +1
Frontier orbital gap: 0.3751 Ha

***

Entry Q
Density functional theory data (wB97M-V/def2-TZVPD) for a 2-piece molecular cluster, C2H9N2S overall.

Atoms and positions in Å:
C 0.522 0.538 0.774
C -0.006 -0.802 0.454
N 1.360 1.075 -0.272
N 0.542 -1.341 -0.565
S -2.519 0.206 -0.032
H 0.993 0.559 1.788
H -0.313 1.169 0.849
H -0.398 -1.416 1.210
H 0.940 1.946 -0.513
H 2.238 1.453 0.044
H 0.506 -2.297 -0.960
H 1.241 -0.797 -1.032
H -1.905 0.538 -1.272
H -3.203 -0.831 -0.473

Properties
HOMO: -14.108 eV
E_LUMO: -4.39 eV
Total charge: +1
Frontier orbital gap: 0.3572 Ha

***

So which one is most stable? That would be entry Q, about 0.777 eV below the next structure.

***

Entry P
Density functional theory data (wB97M-V/def2-TZVPD) for one molecule with the formula C5H9N5.

Atoms and positions in Å:
N 0.450 2.049 -0.240
C 0.361 0.656 0.221
C -1.043 0.522 0.640
N -1.523 -0.017 1.716
N -2.895 0.052 1.604
N -3.224 0.602 0.525
N -2.114 0.982 -0.110
C 0.649 -0.525 -0.719
C 2.016 -1.209 -0.577
C 0.760 -1.969 -0.191
H 1.426 2.301 -0.345
H -0.013 2.732 0.331
H 0.835 0.341 1.110
H -2.154 1.249 -1.069
H 0.068 -0.591 -1.677
H 2.740 -1.027 0.264
H 2.572 -1.408 -1.574
H 0.570 -2.736 -0.806
H 0.521 -2.006 0.897

Properties
Structure (SMILES): N[C@@H](c1nnn[nH]1)C1CC1
HOMO: -10.164 eV
E_LUMO: 0.80 eV
Total charge: 0
Frontier orbital gap: 0.4030 Ha

***

Entry Q
Density functional theory data (wB97M-V/def2-TZVPD) for a 2-piece molecular cluster, C5H9N5 overall.

Atoms and positions in Å:
C 2.118 0.364 -0.509
C -2.486 -1.323 -0.936
C -2.941 -0.709 0.313
C -1.541 -0.564 0.027
C -0.403 1.602 0.494
N 3.450 -0.782 0.844
N 2.222 -0.744 0.225
N 3.255 1.007 -0.225
N 4.085 0.237 0.610
N -0.695 0.470 -0.219
H -2.263 -2.382 -1.125
H -2.855 -0.770 -1.820
H -3.694 0.203 0.131
H -3.289 -1.323 1.244
H 3.607 1.905 -0.507
H -1.051 2.104 1.151
H 0.669 1.814 0.433
H 0.225 0.328 -0.752
H 1.586 -1.439 0.619

Properties
HOMO (spin up / spin down): -6.775 / -6.783 eV
E_LUMO (spin up / spin down): 0.61 / 0.75 eV
Total charge: 0
Frontier orbital gap (spin up / spin down): 0.2715 / 0.2767 Ha

***

So which one is most stable? That would be entry P, about 4.125 eV below the next structure.